Arrangement a

Here is a molecular structure, CH4IP from OMol25. Energies are from ωB97M-V with the def2-TZVPD basis set.

XYZ file:
```
7
Properties=species:S:1:pos:R:3:lowdin_charge:R:1
H -2.089 -0.063 0.074 -0.04
I 2.845 -1.842 -0.463 -0.20
C -1.280 0.467 -0.123 -0.23
P 0.310 -0.134 0.023 0.62
H -1.194 1.070 -0.915 -0.06
H 0.278 -0.662 1.223 -0.12
H 1.130 1.165 0.182 0.03
```

As for the total charge: 0. For the HOMO-LUMO gap (spin up / spin down), the calculation gives 6.3 / 6.3 eV. As for the lowest unoccupied orbital energy (spin up / spin down): -2.277 / -2.275 eV.

Arrangement b

Here is CH4IP in the gas phase from OMol25. Energies are from ωB97M-V with the def2-TZVPD basis set.

XYZ file:
```
7
Properties=species:S:1:pos:R:3:lowdin_charge:R:1
H 1.622 0.437 -0.412 -0.16
H -0.391 -0.804 -1.168 -0.05
H 0.128 -1.331 0.447 0.02
C -0.431 -0.541 -0.128 -0.97
I -2.520 -0.138 0.104 0.63
P 0.540 1.176 -0.064 0.68
H 1.052 1.201 1.221 -0.15
```

As for the total charge: 0. For the HOMO-LUMO gap, the calculation gives 9.7 eV. As for the lowest unoccupied orbital energy: 0.316 eV.

The energy of each structure relative to the most stable one, in kcal/mol, is as follows: arrangement a 49.1; arrangement b 0.0.

Arrangement a

Here is 10 unconnected molecules or ions with the total composition C20H60O20 from OMol25. Energies are from ωB97M-V with the def2-TZVPD basis set.

XYZ file:
```
100
Properties=species:S:1:pos:R:3:lowdin_charge:R:1
O 0.584 -2.766 -4.213 -0.07
H -0.205 -4.107 6.610 0.12
H -3.038 2.559 -2.966 0.09
C 3.776 -2.475 1.814 -0.24
C 3.522 -1.498 2.958 -0.22
H -3.354 -1.981 -4.039 0.11
H -0.545 -1.108 -4.252 0.10
H 3.084 5.792 -1.245 0.12
H -1.721 0.893 -4.394 0.10
H -3.966 -0.985 -1.955 0.12
H 4.031 -2.005 3.790 0.12
C -1.452 -2.790 5.493 -0.21
O 0.179 -1.760 1.021 -0.09
H 1.010 3.579 -0.685 0.09
O 2.267 4.128 0.757 -0.07
O 0.055 2.816 4.689 -0.07
H -0.738 2.596 -2.562 0.04
C 1.272 -5.604 -0.289 -0.24
H 3.753 -4.362 1.632 0.08
H -2.914 3.785 1.538 0.13
C -2.739 2.733 -3.990 -0.25
C 0.939 -0.975 -5.833 -0.25
H 0.613 3.192 2.601 0.10
H 4.857 -2.511 1.637 0.12
H -0.167 1.368 -0.098 0.09
H 2.766 2.589 5.499 0.07
C -3.718 -2.661 -3.262 -0.23
H -1.635 -2.563 -1.531 0.05
O -1.237 4.060 -1.328 -0.10
H 2.015 -0.470 3.597 0.08
H 0.285 2.073 5.248 0.08
C 2.092 5.350 -1.371 -0.19
H 2.008 -0.384 -0.120 0.07
H 1.191 1.815 3.330 0.11
O 1.236 6.306 -0.694 -0.08
H -3.941 -2.529 -1.077 0.12
H 0.802 -1.758 1.758 0.05
H 1.653 -4.009 -1.659 0.12
H 3.387 -2.082 0.866 0.11
H -0.389 -5.853 0.698 0.09
C -1.445 1.948 -4.308 -0.22
O 0.285 -1.764 -6.794 -0.05
O -3.738 2.881 -0.179 -0.03
H 0.398 6.289 -1.163 0.06
H -0.302 -0.007 1.903 0.12
C -3.496 -1.971 -1.910 -0.25
H -1.093 4.842 0.572 0.11
H -2.781 4.308 -5.245 0.09
O 1.636 0.476 0.112 -0.05
O -0.392 -2.396 4.574 -0.10
H -0.018 -3.177 4.154 0.07
O 0.216 -6.403 0.193 -0.05
H 4.014 -0.531 2.841 0.13
H -3.535 2.261 -4.582 0.12
C -2.660 3.354 0.570 -0.24
H 0.062 -2.617 -6.406 0.08
C 0.964 2.861 3.582 -0.23
C -0.930 -3.312 6.811 -0.24
H -0.078 0.032 -1.151 0.11
O 3.175 2.935 4.700 -0.07
H 2.677 3.319 -1.139 0.13
C 2.167 3.688 4.014 -0.23
H 2.571 4.282 3.198 0.10
H -1.763 -3.714 7.396 0.12
H -0.017 -3.000 -3.499 0.06
H 1.033 -0.813 -3.652 0.12
H -3.430 2.787 -1.082 0.05
O -2.669 4.086 -4.323 -0.05
C 0.253 0.358 -0.160 -0.23
H -2.470 5.382 -0.291 0.13
H 2.061 -6.227 -0.705 0.12
H -3.188 -4.429 -2.564 0.09
O 3.309 -3.756 2.238 -0.06
O -0.476 1.986 -3.272 -0.08
H 1.772 4.371 4.773 0.12
O -0.229 -3.669 -1.015 -0.09
O 2.143 -1.354 3.243 -0.07
H 1.779 5.275 -2.413 0.12
H -1.241 4.797 -1.945 0.09
O -2.949 -3.858 -3.298 -0.07
H -1.934 2.546 0.735 0.11
H 1.730 -4.992 0.504 0.10
C -1.871 4.480 -0.120 -0.21
H -1.483 -0.561 0.625 0.11
C 2.014 4.025 -0.629 -0.25
H -1.088 2.307 -5.276 0.12
O -2.143 -1.741 -1.643 -0.08
H 1.699 4.891 0.974 0.08
H -1.986 -3.551 4.922 0.12
C -0.441 -0.483 0.931 -0.20
H -4.733 -2.849 -3.625 0.11
C 0.508 -1.364 -4.443 -0.25
H 0.609 -2.616 7.720 0.08
H 0.099 -3.067 -0.314 0.07
H 0.782 0.092 -5.978 0.11
H -1.940 -1.823 5.619 0.12
H 2.027 -1.131 -5.850 0.12
O -0.296 -2.315 7.628 -0.06
C 0.788 -4.603 -1.335 -0.24
H 0.423 -5.166 -2.196 0.13
```

As for the total charge: 0. For the HOMO-LUMO gap, the calculation gives 10.1 eV. As for the lowest unoccupied orbital energy: 0.216 eV.

Arrangement b

Here is 10 unconnected molecules or ions with the total composition C20H60O20 from OMol25. Energies are from ωB97M-V with the def2-TZVPD basis set.

XYZ file:
```
100
Properties=species:S:1:pos:R:3:lowdin_charge:R:1
H -19.474 -19.596 -4.721 0.12
H -24.173 -22.326 -4.053 0.11
C -24.896 -21.718 -4.596 -0.21
H -23.885 -20.602 -6.323 0.11
H -21.524 -23.705 -9.483 0.11
H -17.580 -17.813 -8.299 0.07
O -22.726 -18.414 -1.326 -0.07
O -24.898 -24.926 -5.448 -0.08
C -15.850 -20.800 -4.856 -0.23
H -22.675 -15.090 -5.456 0.12
O -16.899 -19.977 -4.379 -0.06
C -23.962 -18.334 0.710 -0.25
O -18.884 -20.762 -8.924 -0.08
H -24.322 -26.756 -4.677 0.12
H -26.171 -23.283 -4.578 0.06
H -25.508 -20.912 -6.542 0.12
C -20.101 -20.379 -5.139 -0.19
H -23.614 -20.076 -0.350 0.12
O -22.300 -24.205 -3.952 -0.08
C -21.410 -24.386 -8.627 -0.22
H -20.446 -25.578 -9.804 0.09
O -24.225 -22.479 -6.915 -0.09
H -20.211 -23.488 -5.724 0.07
O -20.657 -15.073 -5.178 -0.06
O -22.702 -18.206 1.346 -0.06
H -16.520 -19.165 -4.031 0.09
C -21.423 -20.766 -4.442 -0.20
H -17.718 -22.412 -7.515 0.11
H -20.810 -16.211 -9.489 0.12
H -21.324 -16.807 -3.349 0.12
O -19.531 -23.478 -3.216 -0.07
O -19.423 -17.216 -10.425 -0.09
H -17.909 -21.842 -10.430 0.12
H -19.148 -24.853 -1.042 0.12
H -15.599 -22.808 -8.305 0.08
H -22.050 -21.388 -5.079 0.10
H -15.514 -22.385 -3.355 0.11
H -25.068 -20.739 -4.147 0.11
H -22.198 -19.371 -3.343 0.06
H -19.547 -21.325 -5.069 0.10
C -23.800 -19.031 -0.633 -0.23
O -22.075 -19.500 -4.292 -0.09
H -18.614 -17.688 -10.208 0.06
H -19.100 -15.492 -9.418 0.12
O -20.721 -24.100 -6.271 -0.07
H -20.221 -22.785 -7.736 0.08
O -16.207 -22.452 -8.960 -0.06
H -22.116 -18.100 -0.644 0.09
H -21.109 -21.171 -3.475 0.13
H -23.207 -26.089 -5.814 0.12
H -17.649 -24.029 -2.830 0.11
H -24.473 -24.057 -5.475 0.03
H -19.420 -20.949 -8.142 0.03
H -24.710 -18.787 1.363 0.12
H -17.758 -23.811 -8.557 0.11
C -23.198 -25.255 -3.738 -0.24
C -17.533 -22.738 -8.545 -0.24
H -19.387 -22.533 -9.747 0.10
H -24.652 -19.004 -1.310 0.12
O -22.613 -15.246 -2.926 -0.06
H -14.128 -21.766 -4.223 0.11
O -26.185 -22.322 -4.507 -0.08
H -21.236 -19.629 -6.530 0.08
H -19.531 -18.064 -7.942 0.11
H -21.892 -22.716 -7.302 0.10
H -21.829 -24.323 -4.800 0.06
H -14.886 -21.128 -1.834 0.08
C -21.071 -23.413 -7.469 -0.20
H -20.417 -23.870 -3.139 0.05
C -15.069 -21.466 -3.742 -0.24
C -18.591 -24.520 -3.080 -0.24
H -18.098 -26.090 -1.620 0.12
O -20.271 -25.173 -8.949 -0.06
H -25.003 -22.932 -7.254 0.10
H -19.854 -27.068 -2.364 0.09
H -24.068 -24.973 -3.134 0.12
C -18.936 -25.461 -1.928 -0.23
O -17.844 -17.015 -7.828 -0.06
O -14.693 -20.647 -2.639 -0.06
H -18.535 -25.178 -3.955 0.12
C -22.163 -16.269 -3.799 -0.26
O -20.156 -26.167 -2.205 -0.06
C -18.467 -21.995 -9.508 -0.22
H -20.429 -14.644 -6.006 0.08
C -24.621 -21.381 -6.104 -0.21
C -19.271 -17.003 -8.005 -0.23
H -22.388 -24.872 -8.608 0.12
H -22.785 -18.161 2.298 0.09
H -21.811 -16.657 -5.892 0.11
H -22.718 -26.027 -3.125 0.11
H -15.165 -20.195 -5.460 0.12
H -16.271 -21.495 -5.584 0.11
H -19.707 -16.401 -7.206 0.09
C -23.877 -25.811 -4.995 -0.21
H -24.336 -17.326 0.491 0.12
C -21.858 -15.786 -5.230 -0.25
O -20.472 -20.217 -6.515 -0.09
H -22.976 -16.994 -3.913 0.10
C -19.749 -16.371 -9.306 -0.21
H -23.419 -15.604 -2.551 0.07
```

As for the total charge: 0. For the HOMO-LUMO gap, the calculation gives 10.0 eV. As for the lowest unoccupied orbital energy: 0.381 eV.

Arrangement c

Here is 10 unconnected molecules or ions with the total composition C20H60O20 from OMol25. Energies are from ωB97M-V with the def2-TZVPD basis set.

XYZ file:
```
100
Properties=species:S:1:pos:R:3:lowdin_charge:R:1
H 1.732 -2.225 -1.025 0.05
H 3.856 -3.665 -2.229 0.13
H 1.051 0.133 3.093 0.10
H -2.405 -1.532 3.579 0.13
O 3.947 0.371 -2.939 -0.10
H -0.857 0.454 0.499 0.12
C 2.574 -4.942 2.457 -0.25
O -0.233 2.131 -0.584 -0.09
H 4.164 0.336 -3.915 0.12
H -1.126 0.936 -5.093 0.14
H 1.347 -0.193 4.877 0.12
H 0.234 2.930 -0.284 0.08
C -0.292 4.624 2.216 -0.15
H 2.853 -3.313 1.248 0.10
H -1.973 1.232 4.567 0.09
H 3.655 -1.805 -2.023 0.11
H -4.241 2.455 -1.593 0.12
H -2.094 -0.690 -2.679 0.10
H -1.658 5.255 0.640 0.12
H -1.967 -3.469 0.093 0.12
H -2.858 -0.468 -4.305 0.14
H 2.010 -2.810 3.874 0.11
H 1.139 -3.357 1.755 0.11
H -1.703 -3.659 -3.252 0.08
C -1.865 -0.498 -3.760 -0.24
H -3.668 0.723 3.356 0.12
O 1.549 -1.685 -3.693 -0.10
C -0.849 -3.409 -1.620 -0.29
H 0.769 -0.023 -1.793 0.05
O -3.583 -1.565 1.897 -0.07
O 0.642 4.060 1.209 -0.10
O -2.443 5.466 2.568 -0.08
H 3.795 2.873 -4.295 0.12
O -1.127 -1.599 -4.316 -0.09
C 2.167 -3.562 2.041 -0.21
C 1.540 1.872 4.330 -0.28
C 3.354 1.610 -2.572 -0.23
H -4.451 -1.684 2.300 0.11
H -2.630 1.022 1.943 0.08
H 2.268 3.110 -3.491 0.10
H -0.171 -1.602 -4.086 0.04
O 1.975 2.775 3.409 -0.05
O -2.008 -1.473 -0.609 -0.09
O 1.230 -0.463 -1.077 -0.07
C -1.718 4.738 1.592 -0.23
O 2.450 1.482 -4.875 -0.09
C -5.000 1.074 -0.109 -0.26
H 2.864 2.466 3.168 0.11
H 0.153 1.593 1.374 0.09
H 1.538 -0.319 0.905 0.11
H 3.679 -5.017 2.510 0.13
C 0.025 1.163 0.419 -0.19
H 2.002 -3.703 -3.692 0.13
C 1.285 0.342 0.071 -0.20
H -0.278 4.120 3.175 0.10
H -0.010 5.662 2.453 0.12
O 2.548 -2.624 3.072 -0.10
C 2.512 -2.740 -3.539 -0.19
H 1.597 1.190 -4.473 0.05
H -0.139 1.536 -2.459 0.07
H -4.747 -0.003 0.154 0.12
H -2.194 3.761 1.483 0.10
O 2.305 -3.020 -1.094 -0.09
H -0.080 -4.142 -1.384 0.12
O -1.591 1.031 3.710 -0.07
H 4.053 2.174 -1.892 0.14
H -0.369 -2.595 -2.175 0.09
H 0.491 2.140 4.605 0.12
H 1.848 -6.053 3.937 0.10
H -1.683 -1.096 2.044 0.10
C -3.925 1.614 -1.010 -0.21
H 2.150 1.909 5.229 0.12
O -5.227 1.955 0.955 -0.04
C 3.178 -2.799 -2.144 -0.26
H -3.389 5.444 2.327 0.10
O -1.906 -3.933 -2.348 -0.03
H 3.314 -2.677 -4.281 0.12
O 2.107 -5.136 3.762 -0.07
H -2.828 -1.588 -0.090 0.06
H -2.081 2.209 -0.471 0.06
O -2.942 2.018 -0.064 -0.11
H -3.562 0.834 -1.681 0.11
O 2.965 0.092 3.645 -0.07
H 1.998 -0.816 -3.640 0.07
C 2.960 2.386 -3.813 -0.19
H 1.321 3.534 1.634 0.05
C -1.268 0.878 -3.973 -0.21
C -2.704 0.544 2.907 -0.19
H -5.891 0.968 -0.703 0.11
H 2.966 -0.819 3.323 0.04
C -2.574 -0.964 2.656 -0.24
H -4.362 2.057 1.369 0.05
C -1.319 -2.737 -0.371 -0.21
C 1.640 0.384 3.995 -0.26
O -0.018 1.065 -3.311 -0.10
H 2.206 1.019 0.076 0.14
H -0.451 -2.589 0.303 0.10
H 2.091 -5.638 1.736 0.14
H -2.039 1.592 -3.677 0.11
H 2.401 1.360 -2.042 0.09
```

As for the total charge: 0. For the HOMO-LUMO gap, the calculation gives 9.8 eV. As for the lowest unoccupied orbital energy: 0.314 eV.

The energy of each structure relative to the most stable one, in kcal/mol, is as follows: arrangement a 36.4; arrangement b 46.9; arrangement c 0.0.